[1]
C13H18N2O14Zr | wB97M-V/def2-TZVPD

Last column: natural (NBO) charge in e.
Positions of all 48 atoms, in Å:
1 Zr -1.012 -0.404 0.659  2.14
2 C 1.388 -1.182 -2.839  -0.41
3 C 0.012 -1.212 -2.396  0.39
4 C -1.148 -1.490 -3.485  0.48
5 O -2.242 -1.498 -3.065  -0.73
6 C -0.764 -1.821 -4.841  -0.51
7 C 0.546 -1.904 -5.141  0.37
8 C 1.641 -1.561 -4.148  0.40
9 O 2.904 -1.598 -4.460  -0.58
10 O 0.809 -2.271 -6.382  -0.67
11 O -0.211 -1.076 -1.183  -0.78
12 H 2.153 -0.979 -2.105  0.22
13 H -1.460 -2.080 -5.625  0.22
14 C 3.361 -0.311 1.502  -0.40
15 C 2.013 -0.195 0.962  0.40
16 C 1.644 1.037 0.034  0.42
17 O 0.468 1.142 -0.285  -0.71
18 C 2.742 1.915 -0.423  -0.45
19 C 4.040 1.575 -0.018  0.38
20 C 4.345 0.491 0.979  0.38
21 O 5.537 0.219 1.395  -0.57
22 O 4.929 2.454 -0.500  -0.61
23 O 1.012 -0.919 1.195  -0.78
24 H 3.618 -1.085 2.211  0.21
25 H 2.536 2.755 -1.071  0.23
26 C -0.833 2.356 2.754  0.78
27 O -0.709 1.384 2.032  -0.70
28 N -1.818 3.156 2.838  -0.80
29 N 0.145 2.818 3.468  -0.80
30 H -2.668 3.048 2.302  0.41
31 H -1.759 3.932 3.481  0.39
32 H 1.114 2.627 3.259  0.44
33 H -0.113 3.440 4.221  0.38
34 O -2.852 -1.327 -0.428  -0.99
35 H -3.422 -2.043 -0.146  0.49
36 H -2.928 -1.322 -1.382  0.55
37 O -2.170 1.236 -0.374  -0.91
38 H -3.115 1.178 -0.517  0.51
39 H -1.941 2.125 -0.648  0.53
40 O -0.876 -2.614 0.679  -0.91
41 H -0.343 -3.201 1.216  0.52
42 H -1.400 -3.199 0.132  0.52
43 O -1.065 -1.155 2.857  -0.98
44 H -1.673 -1.657 3.400  0.49
45 H -0.248 -1.148 3.356  0.51
46 O -3.077 0.112 1.949  -1.29
47 H -3.156 0.473 2.832  0.41
48 H -3.954 -0.214 1.744  0.41

Results
<S²>: 0.7504
Spin multiplicity: 2
HOMO (alpha / beta), eV: -2.571 / -3.961
Frontier orbital gap (alpha / beta), Eh: 0.134 / 0.182
LUMO (alpha / beta), Ha: 0.0394 / 0.0367
Net charge: -1

[2]
C13H18N2O3S6Sc | wB97M-V/def2-TZVPD

Last column: natural (NBO) charge in e.
Positions of all 43 atoms, in Å:
1 Sc -1.037 -0.213 -0.211  1.60
2 S -0.618 -0.933 7.202  0.06
3 C -0.842 -0.636 5.624  -0.59
4 S -1.503 -1.836 4.528  0.50
5 C -1.510 -0.881 3.084  -0.29
6 C -1.027 0.391 3.230  -0.59
7 S -0.849 1.467 1.921  0.65
8 S -0.458 0.854 4.831  0.49
9 S -2.052 -1.651 1.635  -0.26
10 N -2.706 0.519 -1.429  -0.62
11 C -3.631 0.978 -1.962  0.68
12 N -4.657 1.486 -2.552  -0.45
13 C -4.555 2.737 -3.335  -0.20
14 C -4.970 2.479 -4.783  -0.42
15 C -6.060 1.396 -4.868  -0.40
16 C -6.872 1.333 -3.578  -0.42
17 C -5.994 0.845 -2.431  -0.20
18 H -3.535 3.106 -3.254  0.23
19 H -5.207 3.467 -2.854  0.21
20 H -4.102 2.185 -5.373  0.22
21 H -5.331 3.421 -5.198  0.23
22 H -5.600 0.419 -5.041  0.20
23 H -6.710 1.586 -5.720  0.24
24 H -7.715 0.648 -3.673  0.24
25 H -7.293 2.313 -3.344  0.21
26 H -5.848 -0.233 -2.492  0.21
27 H -6.420 1.087 -1.456  0.22
28 O -0.134 -1.754 -1.148  -1.01
29 S 1.217 -2.512 -1.119  1.26
30 C 0.703 -4.229 -1.203  -0.58
31 C 0.054 -4.511 0.145  -0.42
32 C 1.002 -3.935 1.200  -0.42
33 C 1.636 -2.646 0.639  -0.59
34 H 1.620 -4.803 -1.359  0.25
35 H 0.062 -4.341 -2.076  0.26
36 H -0.105 -5.580 0.280  0.25
37 H -0.918 -4.022 0.196  0.23
38 H 1.793 -4.651 1.422  0.23
39 H 0.476 -3.722 2.129  0.25
40 H 2.723 -2.633 0.701  0.26
41 H 1.268 -1.726 1.093  0.26
42 O 0.441 0.624 1.075  -0.47
43 O 0.371 1.153 -0.275  -0.51

Results
Relative energy (zero: lowest compared OMol25 entry of this formula, charge and spin), kcal per mole: 0.1
HOMO, eV: -10.359
Frontier orbital gap, Eh: 0.265
LUMO, Ha: -0.1155
Net charge: +1